Formula: C21H37ClN3O5PS3
Source: OMol25
Level of theory: the ωB97M-V functional and the def2-TZVPD basis

```
71
Properties=species:S:1:pos:R:3:lowdin_charge:R:1
C -2.397 2.847 -4.807 -0.1351
C -2.437 1.313 -5.149 -0.2504
C -2.808 0.370 -3.936 -0.2071
C -2.225 0.898 -2.577 -0.2279
C -2.668 -0.023 -1.343 -0.1920
C -1.722 -1.280 -1.356 -0.2063
C -1.531 -2.037 0.026 -0.5316
P 0.097 -3.017 -0.225 1.0222
C 0.641 -3.912 1.326 -0.2758
C 1.529 -1.810 -0.554 -0.3960
C 2.786 -2.726 -0.926 -0.1713
C -1.562 -1.101 1.288 -0.2979
C -0.551 0.141 1.181 -0.1422
C 0.583 0.175 2.272 -0.2580
C 0.056 0.976 3.519 -0.4555
S 1.426 1.163 4.766 0.8210
C 2.456 2.447 3.954 -1.0010
S 1.925 4.003 3.865 0.7309
N 3.734 2.153 3.344 -0.1928
C 4.926 2.045 4.065 -0.0602
C 5.916 1.796 3.048 -0.1383
N 5.319 1.731 1.787 0.0372
C 4.007 1.955 1.990 -0.1601
C -1.533 -1.833 2.687 -0.1458
S -2.562 -3.376 2.675 0.6658
O -1.875 -4.312 3.571 -0.3120
O -3.886 -3.142 3.230 -0.3035
O -2.544 -4.065 1.179 -0.2654
C -2.677 -3.117 0.110 -0.6704
Cl -4.363 -2.435 0.176 0.7040
H -1.487 3.104 -4.196 0.0575
H -2.359 3.400 -5.785 0.0730
H -3.276 3.211 -4.219 0.0772
H -3.250 1.176 -5.917 0.1043
H -1.438 0.977 -5.536 0.1060
H -2.317 -0.628 -4.121 0.1105
H -3.914 0.247 -3.784 0.1170
H -2.590 1.929 -2.301 0.1058
H -1.098 0.986 -2.571 0.1049
H -2.601 0.637 -0.450 0.0976
H -3.714 -0.354 -1.572 0.0863
H -0.756 -0.980 -1.834 0.0834
H -2.183 -2.031 -2.061 0.1186
H -0.115 -4.590 1.780 0.0319
H 1.088 -3.181 2.058 0.0416
H 1.503 -4.570 1.019 0.0414
H 1.836 -1.242 0.357 0.0606
H 1.350 -1.177 -1.455 0.0684
H 3.649 -2.004 -1.013 0.0767
H 3.063 -3.432 -0.108 0.0557
H 2.689 -3.206 -1.928 0.0695
H -2.579 -0.607 1.263 0.1164
H -0.137 0.227 0.138 0.0973
H -1.144 1.091 1.321 0.1185
H 1.415 0.802 1.839 0.0865
H 1.040 -0.813 2.515 0.0948
H -0.190 2.012 3.164 0.0701
H -0.858 0.557 4.000 0.0776
H 5.012 2.147 5.167 0.1228
H 6.994 1.693 3.303 0.0986
H 3.268 1.976 1.168 0.1093
H -0.534 -2.165 3.038 0.0858
H -2.059 -1.172 3.426 0.1174
H -2.618 -3.711 -0.841 0.1184
C 1.641 3.766 -2.667 0.0469
N 1.232 2.956 -1.488 -0.4403
O 0.175 3.232 -0.957 0.0638
O 1.991 2.069 -1.139 0.0435
H 0.875 4.511 -2.861 0.0945
H 2.590 4.240 -2.425 0.1033
H 1.744 3.087 -3.511 0.1022
```

SMILES   CCCCCC[C@@]1(P(C)CC)[C@H](CCCSC(=S)n2ccnc2)CS(=O)(=O)O[C@H]1Cl.C[N+](=O)[O-]
HOMO-LUMO gap   6.9342 eV
LUMO   -1.45 eV

***

Formula: C16H52BF4N2O9
Source: OMol25
Level of theory: the ωB97M-V functional and the def2-TZVPD basis

```
84
Properties=species:S:1:pos:R:3:lowdin_charge:R:1
B -14.722 -25.663 11.994 -1.2543
F -16.054 -25.729 11.488 0.0739
F -14.743 -25.913 13.375 0.1341
F -13.965 -26.709 11.424 0.1133
F -14.177 -24.434 11.656 0.1565
C -11.998 -21.423 11.921 -0.0787
C -11.958 -22.186 13.246 -0.3077
O -13.229 -22.669 13.688 -0.1111
H -10.999 -20.998 11.798 0.0697
H -12.670 -20.564 11.975 0.0715
H -12.307 -22.015 11.061 0.0735
H -11.596 -21.490 14.005 0.1094
H -11.250 -23.018 13.218 0.0881
H -13.540 -23.219 12.942 0.0567
C -17.119 -22.994 15.186 -0.0758
C -17.092 -23.025 13.667 -0.2780
O -17.660 -24.258 13.152 -0.1029
H -18.115 -23.314 15.499 0.0712
H -16.954 -21.984 15.567 0.0682
H -16.390 -23.644 15.667 0.0695
H -16.074 -23.015 13.272 0.1024
H -17.647 -22.226 13.175 0.1035
H -16.913 -24.826 12.913 0.0456
C -12.964 -29.546 13.715 -0.0780
C -14.319 -29.971 14.246 -0.2815
O -15.297 -29.006 13.839 -0.0901
H -12.875 -29.799 12.655 0.0613
H -12.116 -30.089 14.147 0.0729
H -12.755 -28.480 13.812 0.0668
H -14.317 -30.073 15.335 0.1058
H -14.588 -30.927 13.798 0.1079
H -14.938 -28.162 14.146 0.0748
C -10.024 -27.389 10.945 -0.0842
C -11.001 -26.203 10.889 -0.3097
O -11.066 -25.527 12.128 -0.0768
H -10.140 -28.023 10.064 0.0615
H -10.320 -27.997 11.802 0.0649
H -8.985 -27.061 10.967 0.0642
H -11.961 -26.623 10.585 0.0895
H -10.669 -25.541 10.085 0.1103
H -11.985 -25.543 12.418 0.0581
O -17.237 -28.131 11.899 -0.0648
H -16.561 -28.656 12.348 -0.0103
H -16.744 -27.404 11.483 0.0099
O -18.194 -23.355 10.421 -0.0649
H -17.731 -23.686 11.213 0.0032
H -18.624 -22.547 10.713 0.0225
O -15.745 -25.089 8.809 -0.0606
H -15.699 -25.276 9.761 -0.0095
H -16.688 -25.015 8.630 0.0282
C -12.865 -29.884 9.505 -0.0573
C -14.359 -29.830 9.179 -0.4329
C -15.266 -30.164 10.359 -0.2071
O -15.089 -31.464 10.921 -0.1873
C -15.601 -32.498 10.100 -0.1185
N -14.601 -28.478 8.636 0.0529
H -12.545 -29.063 10.142 0.0564
H -12.429 -29.820 8.506 0.0756
H -12.565 -30.826 9.968 0.0744
H -14.560 -30.504 8.342 0.1266
H -16.306 -29.927 10.115 0.1189
H -15.014 -29.522 11.205 0.1022
H -14.947 -32.758 9.267 0.0797
H -16.600 -32.243 9.732 0.0878
H -15.770 -33.368 10.736 0.0809
H -14.451 -27.784 9.365 0.0486
H -15.599 -28.373 8.459 0.0710
C -12.119 -25.924 17.552 -0.0692
C -11.759 -24.853 16.523 -0.4244
C -10.796 -25.399 15.456 -0.1941
O -9.588 -25.913 16.012 -0.1830
C -8.939 -26.832 15.196 -0.1387
N -13.036 -24.475 15.923 0.0444
H -12.964 -25.711 18.198 0.0694
H -11.210 -26.237 18.075 0.0697
H -12.396 -26.801 16.952 0.0736
H -11.319 -23.965 16.983 0.1373
H -10.451 -24.587 14.808 0.1165
H -11.343 -26.145 14.872 0.1107
H -8.521 -26.435 14.263 0.0858
H -9.576 -27.676 14.894 0.0818
H -8.133 -27.293 15.772 0.0819
H -13.467 -25.106 15.259 0.0540
H -12.895 -23.642 15.335 0.0422
```

HOMO-LUMO gap   9.3004 eV
LUMO   2.76 eV
Charge   -1

***

Formula: C6H7FS
Source: OMol25
Level of theory: the ωB97M-V functional and the def2-TZVPD basis

```
15
Properties=species:S:1:pos:R:3:lowdin_charge:R:1
C 0.768 0.197 0.045 -0.8092
C 0.221 -0.911 -0.997 -0.0656
C -1.196 -0.153 -0.588 -0.1697
C -1.297 -0.450 0.853 -0.0540
C -0.037 -0.093 1.330 -0.0644
C -0.212 1.097 -0.644 -0.3124
H 2.638 0.633 1.747 0.0702
H 0.580 -0.791 -1.953 0.0641
H 0.129 -1.938 -0.606 0.1204
H -1.924 -0.150 -1.344 0.1100
H -2.175 -0.871 1.472 0.1349
H 0.321 -0.319 2.359 0.1071
H 0.116 1.228 -1.762 0.1820
F -0.498 2.236 0.080 0.0130
S 2.565 0.286 0.007 0.6738
```

HOMO-LUMO gap   8.9073 eV
Energy relative to the best compared isomer or geometry (same formula, charge and spin)   95.1 kcal/mol
LUMO   -0.11 eV

***

Formula: CH6O2
Source: OMol25
Level of theory: the ωB97M-V functional and the def2-TZVPD basis

```
9
Properties=species:S:1:pos:R:3:lowdin_charge:R:1
C 0.592 0.430 -1.369 -0.2209
O 1.561 -0.448 -1.752 -0.1212
H -0.276 -0.222 -1.176 0.0800
H 0.276 1.246 -2.041 0.0878
H 0.922 0.870 -0.413 0.0757
H 1.469 -1.230 -1.168 0.1007
O -1.850 -0.434 2.609 -0.0893
H -1.196 -0.432 3.345 0.0476
H -1.499 0.221 1.964 0.0396
```

SMILES   CO.O
HOMO-LUMO gap   10.9094 eV
Energy relative to the best compared isomer or geometry (same formula, charge and spin)   12.9 kcal/mol
LUMO   0.59 eV

***

| no. | calculated total energy (Ha) |
| --- | --- |
| 1 | -3358.71495 |
| 2 | -1852.07404 |
| 3 | -730.71312 |
| 4 | -192.13763 |